Record 1
Computed, not measured: a molecular structure, C11H30MgN2OP2S2SbSe4, with wB97M-V/def2-TZVPD.

Geometry as XYZ:
```
54
Properties=species:S:1:pos:R:3:forces:R:3
Mg 0.797 0.166 -0.791 0.0 -0.2 0.0
C 2.046 0.672 2.793 0.0 0.0 0.0
P 1.687 -0.700 1.635 0.0 0.1 0.0
C 3.143 -1.769 1.899 0.0 0.0 0.0
C 0.348 -1.592 2.548 0.0 0.0 -0.1
C -0.409 -2.577 1.642 0.0 0.0 0.0
P -1.190 -1.676 0.233 0.0 0.0 0.0
C -2.754 -1.124 1.040 0.0 0.0 0.0
C -1.854 -3.026 -0.799 0.0 0.0 0.0
H 2.230 0.318 3.810 0.0 0.0 0.0
H 1.208 1.368 2.784 0.0 0.0 0.0
H 2.924 1.209 2.433 0.0 0.0 0.0
H 3.342 -1.922 2.962 0.0 0.0 0.0
H 4.004 -1.292 1.429 0.0 0.0 0.0
H 2.991 -2.722 1.395 0.0 0.0 0.0
H -0.340 -0.823 2.918 0.0 0.0 0.0
H 0.760 -2.095 3.428 0.0 0.0 0.0
H -1.159 -3.138 2.208 0.0 0.0 0.0
H 0.282 -3.300 1.203 0.0 0.0 0.0
H -3.341 -1.972 1.400 0.0 0.0 0.0
H -3.348 -0.556 0.323 0.0 0.0 0.0
H -2.532 -0.475 1.888 0.0 0.0 0.0
H -2.511 -3.686 -0.228 0.0 0.0 0.0
H -1.013 -3.594 -1.195 0.0 0.0 0.0
H -2.408 -2.592 -1.633 0.0 0.0 0.0
Se 2.596 -0.179 -5.557 0.0 0.0 -0.1
Sb 1.724 1.296 -3.807 -0.1 0.0 0.0
Se -0.525 0.409 -2.972 0.1 0.0 0.0
Se 3.037 0.935 -1.687 0.1 0.0 0.1
Se 1.597 3.629 -4.404 0.0 0.0 0.0
N 3.334 -2.372 -3.068 0.0 0.0 0.0
C 2.087 -2.678 -2.699 0.0 0.0 -0.1
N 1.144 -2.616 -3.647 0.1 0.0 0.0
S 1.724 -3.165 -1.106 0.0 0.1 0.0
H 3.431 -1.781 -3.900 0.0 0.0 0.0
H 3.963 -2.173 -2.308 0.0 0.0 0.0
H 1.353 -2.016 -4.451 0.0 0.0 0.0
H 0.196 -2.563 -3.312 0.0 0.0 0.0
C -0.697 3.960 -1.660 0.0 0.0 0.0
C -1.360 3.832 -0.300 0.0 0.0 0.0
S -1.472 2.110 0.207 0.0 0.0 0.0
O -0.039 1.646 0.393 -0.1 0.0 0.1
C -2.008 2.396 1.908 0.0 0.0 0.0
C -3.493 2.703 2.012 0.0 0.0 0.0
H -0.667 5.008 -1.960 0.0 0.0 0.0
H -1.219 3.391 -2.427 0.0 0.0 0.0
H 0.331 3.602 -1.641 0.0 0.0 0.0
H -2.390 4.200 -0.301 0.0 0.0 0.0
H -0.794 4.342 0.483 0.0 0.0 0.0
H -1.378 3.185 2.324 0.0 0.0 0.0
H -1.756 1.465 2.417 0.0 0.0 0.0
H -3.746 3.649 1.533 0.0 0.0 0.0
H -3.790 2.772 3.058 0.0 0.0 0.0
H -4.086 1.915 1.544 0.0 0.0 0.0
```
Forces are in eV/Å.

Calculated values
Relative energy (zero: lowest compared OMol25 entry of this formula, charge and spin) ... 0.083 eV
Net charge ... -1

=====

Record 2
Computed, not measured: a molecular structure, C11H33AgN7O7 in a non-equilibrium geometry, with wB97M-V/def2-TZVPD.

Geometry as XYZ:
```
59
Properties=species:S:1:pos:R:3:forces:R:3
Ag 0.577 -1.040 0.583 -0.5 -0.2 -0.3
O -2.226 -2.807 -2.647 0.6 -0.3 -0.3
C -1.915 -1.517 -2.535 -1.0 -0.5 0.2
C -0.457 -1.057 -2.612 0.1 0.3 -0.1
O 0.497 -1.635 -1.760 -1.8 -1.3 0.6
H -2.369 -1.117 -1.585 0.3 0.5 0.2
H -2.382 -0.887 -3.353 0.0 0.3 0.0
H -0.462 0.044 -2.406 -0.2 -0.1 -0.3
H -0.133 -1.125 -3.672 0.1 -0.3 0.1
C 0.210 3.907 -0.751 -0.2 0.9 0.2
C -0.938 2.910 -0.534 1.7 -0.6 -0.2
C -1.801 2.777 -1.779 -1.0 0.1 0.3
O -2.851 3.749 -1.780 0.1 0.2 -0.5
C -3.996 3.358 -1.084 -0.1 -0.2 0.5
N -0.348 1.585 -0.150 -0.5 0.6 -0.6
H 0.530 4.339 0.201 0.0 0.0 0.0
H -0.137 4.735 -1.378 0.0 0.0 0.1
H 1.120 3.520 -1.216 -0.3 -0.4 -0.2
H -1.498 3.294 0.323 -0.5 -0.1 -0.2
H -2.240 1.771 -1.822 0.0 0.0 -0.1
H -1.271 2.964 -2.712 0.4 -0.2 0.1
H -4.394 2.390 -1.411 0.2 0.0 -0.1
H -4.774 4.107 -1.226 0.1 0.1 -0.1
H -3.789 3.282 -0.005 -0.1 0.0 0.0
H 0.657 1.693 -0.199 0.1 -0.3 0.5
H -0.541 0.925 -0.907 -0.1 0.0 0.2
C 3.080 -0.568 4.653 -0.4 -0.3 0.1
C 2.445 -0.723 3.277 0.1 0.3 0.5
O 1.105 -0.237 3.269 -0.1 0.1 -0.2
H 2.483 -1.102 5.399 0.2 -0.2 0.0
H 3.086 0.465 5.003 0.2 0.1 -0.3
H 4.092 -0.977 4.614 0.0 0.1 0.3
H 2.441 -1.766 2.958 0.2 0.0 -0.1
H 3.013 -0.118 2.571 -0.2 -0.1 -0.3
H 0.541 -0.930 3.626 -0.1 0.0 -0.1
C 1.825 -4.033 0.283 -0.7 -0.7 -1.3
O 1.543 -3.150 1.098 0.5 0.0 0.6
N 2.460 -5.187 0.695 0.2 0.5 0.5
N 1.508 -3.957 -1.018 -0.1 0.4 0.0
H 2.507 -6.021 0.145 -0.1 0.0 -0.1
H 2.663 -5.206 1.676 0.0 -0.3 0.0
H 0.984 -3.119 -1.376 -0.1 0.1 0.1
H 1.629 -4.688 -1.695 0.2 -0.3 0.4
C 2.824 0.532 -1.075 -0.3 -1.6 -1.7
O 2.382 0.527 0.077 0.4 0.6 1.1
N 4.066 1.078 -1.393 -0.1 0.7 0.3
N 2.169 -0.096 -2.065 2.8 3.0 -0.3
H 4.646 0.507 -1.982 -0.1 0.0 0.0
H 4.525 1.467 -0.586 0.2 -0.1 0.0
H 2.294 0.190 -3.022 0.5 0.0 0.0
H 1.423 -0.840 -1.870 -1.1 -1.0 0.3
C -2.977 -0.643 1.547 0.2 0.3 0.0
O -2.098 -1.469 1.415 0.4 -0.4 0.0
N -2.780 0.678 1.315 -0.4 1.1 0.2
N -4.256 -0.982 1.931 0.0 0.0 0.0
H -1.912 1.060 0.958 0.5 -0.6 0.0
H -3.452 1.378 1.577 -0.2 -0.3 0.0
H -4.908 -0.293 2.254 0.0 0.0 -0.1
H -4.419 -1.943 2.162 0.1 0.0 0.0
```
Forces are in eV/Å.

Calculated values
Relative energy (zero: lowest compared OMol25 entry of this formula, charge and spin) ... 0.000 eV
Net charge ... -1

=====

Record 3
Computed, not measured: 5 unconnected molecules or ions with the total composition C11H33O5 in a non-equilibrium geometry, with wB97M-V/def2-TZVPD.

Geometry as XYZ:
```
49
Properties=species:S:1:pos:R:3:forces:R:3
O -4.062 -3.665 -10.307 -0.5 1.6 0.9
H -4.245 -4.007 -11.185 -0.7 -0.6 -2.2
H -3.156 -3.888 -10.082 2.0 -0.1 0.7
H -4.620 -4.092 -9.653 -1.2 -0.7 1.0
C -4.825 -7.128 -10.735 -0.3 0.3 -1.2
C -3.473 -7.286 -10.102 -0.1 -0.6 0.4
O -3.056 -6.032 -9.574 -0.1 0.5 0.3
H -5.312 -8.042 -11.076 0.4 -0.4 0.3
H -4.692 -6.573 -11.663 -0.2 0.3 0.1
H -5.564 -6.623 -10.113 0.3 0.1 0.3
H -2.691 -7.582 -10.801 -0.3 -0.5 -0.2
H -3.551 -8.021 -9.300 0.2 -0.1 0.1
H -2.313 -6.195 -8.990 0.1 0.0 0.0
C -6.542 -3.246 -6.313 0.5 -0.6 1.1
C -5.396 -3.694 -7.214 0.6 0.0 1.2
C -4.221 -4.516 -6.578 -1.2 0.8 0.2
O -5.946 -4.471 -8.245 0.0 -0.6 -1.3
H -7.302 -2.663 -6.834 0.3 0.3 -0.1
H -6.133 -2.716 -5.453 -0.2 0.5 -0.2
H -7.079 -4.075 -5.853 0.1 -0.4 -0.2
H -5.001 -2.778 -7.653 0.4 0.2 0.0
H -3.800 -3.966 -5.736 0.2 0.2 -0.2
H -3.454 -4.713 -7.327 -0.1 0.0 0.1
H -4.567 -5.454 -6.145 -0.2 -0.1 -0.3
H -6.859 -4.181 -8.296 -0.2 -0.3 -0.5
C -6.899 -4.415 -13.050 0.4 -0.2 -0.1
C -5.549 -3.872 -13.546 -2.7 2.5 0.4
C -5.627 -2.297 -13.521 -0.2 -1.1 -0.6
O -4.542 -4.362 -12.704 1.2 -0.5 -0.1
H -6.717 -5.447 -12.752 -0.4 -0.2 -0.2
H -7.662 -4.335 -13.825 0.1 -0.3 -0.1
H -7.315 -3.884 -12.194 0.3 0.2 0.2
H -5.412 -4.208 -14.574 0.3 -0.1 0.1
H -5.889 -1.838 -12.567 0.3 -0.5 0.4
H -6.494 -2.061 -14.138 0.2 0.2 -0.4
H -4.733 -1.822 -13.926 -0.1 0.0 0.0
H -3.785 -4.425 -13.292 0.6 -0.2 0.4
C 0.033 -4.494 -10.974 0.1 0.7 0.7
C -0.579 -3.198 -10.416 1.4 -0.2 -2.5
C -1.171 -2.428 -11.584 -0.8 0.8 0.5
O -1.581 -3.453 -9.482 -1.0 -0.1 0.7
H 0.837 -4.233 -11.662 0.1 -0.1 0.1
H -0.709 -5.073 -11.522 0.0 -0.1 0.2
H 0.447 -5.020 -10.114 0.1 -0.5 -0.3
H 0.205 -2.587 -9.968 0.1 0.0 0.2
H -1.975 -2.990 -12.059 -0.1 -0.2 0.0
H -0.495 -2.119 -12.381 0.3 -0.3 0.3
H -1.623 -1.520 -11.182 -0.1 0.2 -0.2
H -1.174 -3.744 -8.662 -0.1 -0.1 0.2
```
Forces are in eV/Å.

Calculated values
Relative energy (zero: lowest compared OMol25 entry of this formula, charge and spin) ... 0.776 eV
Net charge ... +1

=====

Record 4
Computed, not measured: a molecular structure, C11H34AgN4O6 in a non-equilibrium geometry, with wB97M-V/def2-TZVPD.

Geometry as XYZ:
```
56
Properties=species:S:1:pos:R:3:forces:R:3
Ag -0.941 0.861 0.332 0.9 0.1 -1.5
O -0.124 3.099 -0.379 0.4 0.2 1.1
H -0.575 3.348 0.451 0.6 0.2 -0.6
O -1.862 1.377 -1.876 -1.1 -1.2 0.1
H -2.508 0.939 -1.288 0.3 1.2 0.1
C 4.462 1.418 -0.097 -1.2 -0.4 0.6
C 3.230 2.402 -0.214 1.2 -0.4 0.6
O 2.031 1.828 0.244 2.6 -1.7 0.2
H 4.188 0.401 -0.376 -0.3 0.0 -0.8
H 4.698 1.186 0.942 0.1 0.7 0.4
H 5.405 1.651 -0.592 -0.3 0.5 -0.2
H 3.108 2.792 -1.225 0.1 -0.2 -0.3
H 3.399 3.263 0.433 0.5 0.4 -0.1
H 1.372 2.452 -0.067 -2.9 1.2 -0.3
C -2.895 -1.667 -0.813 1.5 2.7 0.6
O -2.588 -1.125 0.235 -0.3 -0.5 1.5
N -3.313 -1.017 -1.862 -2.8 0.4 -2.5
N -2.599 -2.888 -1.158 0.8 -5.2 0.5
H -3.012 -0.070 -2.046 0.5 0.9 -0.6
H -3.544 -1.624 -2.636 0.1 0.8 -0.2
H -2.182 -3.508 -0.478 -0.3 0.0 -0.2
H -2.776 -3.222 -2.095 0.3 -0.1 0.5
C 1.117 -2.627 -0.398 1.2 -1.2 -0.6
C 1.255 -1.705 -1.602 -0.4 -0.5 0.4
C 0.431 -2.256 -2.788 -0.5 0.7 0.5
O 0.966 -3.397 -3.451 -1.2 0.0 1.3
C 2.033 -3.104 -4.225 1.7 0.2 -2.3
N 0.758 -0.444 -1.145 -0.9 1.0 -0.8
H 1.589 -2.199 0.485 -0.2 0.0 0.0
H 1.620 -3.562 -0.647 0.3 -0.3 0.2
H 0.091 -2.935 -0.198 -0.1 0.7 0.0
H 2.269 -1.441 -1.901 0.6 -1.3 -0.2
H 0.185 -1.451 -3.481 0.5 0.2 -0.5
H -0.563 -2.498 -2.412 0.2 -0.5 0.2
H 2.838 -2.516 -3.785 0.1 -0.3 0.6
H 1.833 -2.566 -5.152 -0.9 0.8 -0.1
H 2.413 -4.000 -4.717 0.3 -0.5 0.8
H 0.628 0.113 -1.978 -0.8 0.7 -0.1
H 1.498 0.064 -0.683 0.1 0.2 0.6
C -0.751 0.305 4.743 -2.1 -0.7 0.8
C -1.249 0.447 3.282 -0.4 -0.6 1.4
C -1.787 1.809 3.104 -0.2 1.9 -0.9
O -2.329 2.044 1.794 0.3 0.4 1.4
C -2.692 3.399 1.567 -0.9 0.0 -0.5
N -0.071 0.189 2.544 1.4 0.0 -1.4
H -1.505 0.602 5.472 -0.1 0.3 0.2
H 0.166 0.854 4.955 -0.1 0.1 -0.3
H -0.595 -0.743 4.998 0.3 -0.1 -0.2
H -2.004 -0.208 2.847 -0.2 -0.7 0.9
H -0.930 2.452 3.301 0.2 0.7 -0.3
H -2.547 2.112 3.825 -0.2 -0.5 0.4
H -2.034 4.176 1.957 0.5 -0.4 0.1
H -3.683 3.603 1.972 -0.3 -0.1 0.4
H -2.804 3.542 0.492 0.4 -0.2 -0.1
H 0.639 0.775 2.962 0.5 0.5 -0.6
H 0.237 -0.730 2.830 0.0 -0.5 -0.5
```
Forces are in eV/Å.

Calculated values
Net charge ... -1

=====

| no. | LUMO level (eV) | orbital gap (Ha) | molar mass (g/mol) |
| --- | --- | --- | --- |
| 1 | 1.85 | 0.2122 | 794.36 |
| 2 | 2.76 | 0.1737 | 483.29 |
| 3 | -2.26 | 0.4153 | 245.38 |
| 4 | 2.85 | 0.2021 | 426.28 |